{
  "formula": "C51H63AsBClN6O4W",
  "method": "ωB97M-V/def2-TZVPD",
  "orbital_gap_ev": [5.8004, 5.8601],
  "de_lowest_kcal_mol": 58.12,
  "e_homo_ev": [-12.5046, -12.5043],
  "charge": 2,
  "elements": ["H", "C", "C", "N", "C", "H", "N", "H", "H", "C", "H", "H", "C", "H", "H", "C", "C", "C", "H", "C", "C", "H", "H", "H", "H", "H", "C", "H", "H", "H", "C", "Cl", "H", "C", "C", "C", "H", "H", "C", "H", "C", "As", "H", "C", "C", "C", "H", "C", "H", "C", "H", "H", "H", "O", "H", "H", "C", "H", "C", "C", "N", "H", "H", "H", "C", "C", "H", "C", "H", "H", "C", "H", "C", "C", "C", "B", "C", "H", "O", "H", "C", "H", "C", "H", "H", "H", "C", "H", "H", "H", "C", "H", "C", "N", "H", "H", "O", "H", "H", "C", "C", "N", "H", "H", "H", "H", "O", "H", "C", "N", "C", "H", "W", "C", "H", "C", "H", "H", "C", "H", "H", "C", "H", "C", "C", "C", "C", "C"],
  "xyz": [[1.30, -4.22, 4.84], [1.42, -3.86, 3.82], [-1.48, -2.15, -6.15], [0.74, -0.32, 3.07], [1.05, 2.40, 1.04], [1.85, 2.01, -1.52], [2.73, -1.20, 0.60], [-3.25, -0.40, -0.21], [-3.51, 6.77, 0.40], [-3.37, 1.31, 1.79], [5.55, 0.28, -2.95], [5.02, 2.95, -2.34], [-0.99, 1.52, -5.27], [-1.92, 1.25, 4.12], [-2.30, 6.15, 2.46], [-1.64, 4.27, 1.69], [-0.92, -0.97, -5.70], [-3.80, -2.97, -0.62], [1.96, 1.14, 2.50], [-2.83, -2.19, -6.48], [1.20, -4.94, 0.25], [0.27, -2.81, -4.43], [4.44, -2.49, 2.41], [-0.89, 1.61, -4.18], [-1.01, -1.12, 2.09], [-0.18, -0.23, 7.09], [0.56, 2.14, 4.69], [0.24, 2.39, 3.68], [1.38, -5.10, 1.31], [0.24, 2.95, 5.35], [-1.40, -2.55, -0.82], [-5.26, -1.06, -6.75], [5.70, -0.69, -0.63], [-1.97, -0.64, 2.14], [-4.29, -0.69, 2.76], [4.68, 2.36, -1.48], [2.40, 5.23, -0.24], [-4.79, -2.67, -0.95], [-2.34, 3.75, -0.57], [3.98, 2.55, 2.71], [2.07, 2.03, 1.91], [-0.77, 1.74, 0.83], [2.16, -4.76, -0.23], [-1.58, 0.92, 5.10], [3.82, 1.18, -1.96], [-2.99, 0.16, -5.98], [2.54, 2.58, -3.01], [-3.05, -1.31, 2.67], [-5.41, 1.10, 2.39], [-2.99, 5.83, 0.45], [-3.72, -2.78, 0.45], [4.12, 3.01, -0.82], [4.00, -0.42, -3.44], [1.46, -1.62, -2.04], [4.48, 1.18, -4.02], [1.89, 0.96, -2.99], [1.19, 3.55, 0.23], [5.57, 2.01, -0.95], [0.68, -1.32, -2.99], [-0.05, 0.82, 5.17], [0.47, -2.52, 0.38], [-2.05, -0.04, 5.32], [-2.32, -0.03, -1.69], [0.44, 3.84, -0.49], [-4.45, 0.61, 2.32], [-3.08, -0.68, -1.26], [0.07, 1.51, 7.22], [-2.81, -2.56, -2.88], [0.00, 1.61, -5.70], [-3.59, 1.06, -5.96], [0.83, -1.87, -4.38], [2.44, -4.07, 3.51], [-2.31, 5.48, 1.62], [4.50, 0.51, -3.16], [3.69, 0.17, -0.86], [1.64, -2.06, 1.34], [0.45, -0.36, 4.36], [1.42, 0.46, 6.76], [0.43, -0.93, -5.34], [4.17, 4.64, 1.40], [3.31, 4.00, 1.28], [-3.53, 5.24, -1.54], [-2.74, -2.16, -1.40], [4.28, -3.60, 1.04], [-3.84, -2.47, -3.24], [-2.93, -2.33, 3.02], [-2.13, 0.68, 1.71], [2.20, -3.08, 1.56], [-1.38, -4.74, -1.10], [-2.19, -1.90, -3.50], [2.44, 1.69, -2.39], [0.51, -2.02, 5.87], [-1.66, 3.42, 0.59], [-0.54, -1.74, -0.18], [-2.49, -3.60, -3.04], [-3.70, -4.04, -0.79], [-0.60, 1.37, -1.02], [-3.29, -3.11, -6.82], [-1.59, 2.36, -5.62], [4.03, -1.53, 0.54], [4.66, -0.68, -0.36], [1.15, -1.57, 2.71], [0.74, -4.43, 3.19], [0.76, -5.84, -0.17], [-1.93, 1.65, 5.83], [1.89, -2.10, -4.54], [-0.22, -0.47, -2.69], [1.65, 2.11, 4.70], [-3.00, 4.97, -0.64], [2.53, -0.11, -0.23], [0.34, 0.62, 6.64], [-0.87, -3.04, -6.25], [0.53, -0.04, -0.76], [4.66, -2.62, 1.34], [-2.36, 3.08, -1.42], [2.31, 4.34, 0.37], [-1.11, 4.01, 2.60], [-4.01, -0.49, -1.80], [0.27, -3.80, -0.02], [-3.53, 2.32, 1.46], [5.73, -2.60, 1.20], [-3.57, -1.03, -6.37], [-5.14, -1.23, 3.17], [0.65, -1.66, 4.86], [-0.91, -3.85, -0.72], [3.20, 2.84, 2.02], [-1.64, 0.22, -5.64], [1.09, -2.40, 3.80]],
  "mulliken_charge": [0.5085, -1.4160, -0.3247, 0.0724, 1.9146, -0.1275, 0.9065, -0.0955, 0.4347, -0.1614, 0.4251, 0.5014, -1.2066, 0.1907, 0.5098, -0.2081, 0.0666, -1.7672, 0.8193, -0.7709, -1.2889, 0.4073, 0.2569, -0.1129, -0.1638, 0.3799, -1.7765, 0.2773, 0.1015, 0.5920, -0.6334, -0.2106, 0.6972, 0.9622, -1.1248, -1.6698, 0.4442, 0.4576, -0.2036, 0.6237, 0.1605, 3.3035, 0.2074, -1.4354, 2.4316, -0.8189, 0.7373, -1.0839, 0.4849, -0.7463, 0.2548, 0.2069, 0.3136, -0.5580, 0.5009, -0.3360, -1.7939, 0.3660, 0.5553, 2.7053, 0.0043, 0.3176, -0.0898, 0.3145, -1.0485, -0.9658, 0.4729, -2.1462, 0.3116, 0.4674, -1.1615, 0.1793, -0.8544, -1.9190, -1.0763, -1.8231, -0.1898, 0.4345, -0.5883, 0.4144, -0.9739, 0.4865, 2.8263, 0.1647, 0.6041, 0.5481, -0.2903, -0.3075, 0.7253, 0.1472, -0.5252, 0.5137, -0.4296, 1.2135, 0.3500, 0.4108, -1.1218, 0.4838, 0.5476, 0.7613, -1.0943, 0.3296, 0.1985, 0.5452, 0.5267, 0.4117, -0.3286, 0.2778, -0.9226, 1.1828, -2.0872, 0.5648, 0.8930, -1.3636, 0.6210, -0.6236, 0.3229, 0.7574, 0.5532, 0.3192, 0.5041, 0.1083, 0.5130, -1.2933, -1.1471, -0.8088, 1.3542, 0.7550]
}

{
  "formula": "C51H63GaGeN2O4PS2Te",
  "method": "ωB97M-V/def2-TZVPD",
  "orbital_gap_ev": 6.6519,
  "de_lowest_kcal_mol": 21.69,
  "e_homo_ev": -10.1724,
  "charge": 1,
  "elements": ["H", "C", "C", "H", "C", "H", "H", "C", "H", "Ge", "H", "H", "S", "H", "H", "C", "C", "H", "H", "H", "H", "O", "C", "C", "H", "H", "H", "H", "C", "C", "H", "C", "H", "H", "H", "H", "H", "C", "H", "C", "C", "C", "H", "P", "C", "C", "N", "C", "H", "H", "H", "C", "C", "C", "C", "C", "H", "O", "H", "C", "C", "H", "H", "C", "H", "Ga", "H", "C", "C", "C", "C", "H", "H", "C", "S", "H", "H", "H", "C", "Te", "H", "H", "H", "C", "H", "H", "C", "C", "H", "C", "H", "C", "H", "C", "C", "H", "H", "N", "O", "O", "C", "C", "H", "C", "C", "H", "H", "H", "H", "H", "C", "H", "C", "C", "H", "C", "H", "C", "H", "H", "H", "H", "C", "C", "H", "C"],
  "xyz": [[4.58, -5.39, 1.20], [1.52, -2.27, 0.41], [-0.80, -0.60, 4.61], [4.68, -1.58, 4.33], [-1.01, -1.60, -5.39], [3.30, -1.77, -0.66], [-0.10, -4.20, -5.03], [0.65, -0.89, 2.32], [-5.76, 1.15, 7.64], [-2.79, 1.66, 0.61], [-0.25, -3.04, 1.36], [-3.03, 3.16, 5.03], [0.12, 1.57, -4.27], [-3.25, 3.11, 0.87], [1.51, -3.78, -4.42], [0.55, -3.25, 0.67], [-2.29, 1.05, 3.58], [3.45, 0.01, -5.61], [-4.54, 3.51, -3.52], [-1.48, -1.45, -4.42], [-5.25, -1.00, 6.52], [-2.53, 1.91, 2.72], [3.64, 0.69, -3.57], [2.46, 1.10, 1.69], [5.06, -3.13, 0.35], [4.19, -3.84, 5.17], [-3.99, -0.05, 2.09], [-6.35, 0.97, 1.83], [-5.04, 1.12, 6.83], [4.68, -0.37, -3.26], [-4.64, 3.22, 6.90], [0.61, -4.47, 0.02], [-5.68, 2.10, 0.67], [-7.30, 1.33, -1.06], [-0.14, -5.22, 0.21], [5.23, 3.48, -2.12], [2.79, 1.98, 1.15], [-6.15, 1.12, 0.77], [-5.17, 1.04, -3.56], [0.86, 2.83, -0.58], [-4.42, 2.29, 6.41], [-3.20, 1.04, 4.76], [0.42, 4.46, -2.69], [0.98, 0.00, -3.55], [0.48, -3.44, -4.49], [0.98, -1.59, 3.46], [2.12, 0.06, 0.69], [4.33, -4.76, 3.23], [1.75, -2.02, 6.09], [-1.36, -0.42, 5.51], [3.91, 1.63, -3.07], [-3.82, 2.72, -3.32], [-4.26, 1.44, -4.02], [4.59, -4.56, 1.88], [-3.85, 0.06, 1.01], [-4.76, -0.09, 6.20], [-3.22, -0.77, 0.67], [1.30, -1.18, -4.54], [1.11, 3.05, 0.46], [-7.47, 1.11, -0.01], [3.51, 0.94, -5.06], [-5.65, -0.94, 0.43], [4.89, -0.42, -2.19], [4.71, 5.01, -4.24], [1.60, 1.39, 2.30], [0.66, 0.85, -0.62], [3.59, 2.48, -0.59], [-3.71, 2.55, -1.80], [-3.83, -0.13, 5.17], [0.41, -2.12, -5.23], [-3.51, 2.25, 5.37], [-1.59, -2.34, -5.94], [1.85, -2.25, 3.43], [3.75, 4.49, -3.29], [-0.04, -0.85, -1.92], [-3.49, 0.67, -3.97], [4.13, -5.76, 3.60], [-4.67, 2.15, -1.44], [1.88, 3.41, -1.52], [5.26, -0.25, 1.55], [-2.70, 0.61, -1.69], [3.93, 1.40, 3.24], [3.20, -0.21, 3.23], [0.69, -2.18, 5.89], [-3.61, -1.07, 4.68], [5.61, -0.12, -3.78], [-2.56, 1.63, -1.35], [3.24, 3.14, -1.38], [0.13, -1.84, 6.76], [0.27, -1.45, 4.65], [4.40, 1.49, -5.39], [2.61, -3.76, -1.13], [4.33, -1.34, -3.61], [2.55, -2.53, -0.49], [4.36, -3.68, 4.11], [-8.16, 1.86, 0.39], [-5.03, 0.15, -0.80], [5.47, 5.39, -5.00], [2.39, 0.30, -2.88], [-0.75, 0.64, 1.11], [1.64, -4.72, -0.88], [-5.19, 0.04, 0.28], [0.87, -2.22, -6.21], [1.47, 4.24, -2.56], [4.87, -2.20, 2.28], [-1.62, 1.99, -1.75], [2.64, 1.56, -5.28], [-0.12, 3.24, -0.78], [-7.96, 0.14, 0.07], [2.06, 5.40, -4.26], [4.63, -2.41, 3.64], [0.54, -3.25, 5.79], [3.57, 0.59, 2.60], [-1.20, 0.11, 3.45], [1.70, -5.68, -1.38], [4.86, -3.28, 1.41], [-1.03, -0.66, -5.94], [-0.46, -0.01, 2.24], [3.41, -3.97, -1.82], [-3.60, 3.53, -1.34], [-2.85, 3.04, -3.71], [-4.47, 1.62, -5.07], [2.39, 4.78, -3.45], [4.17, 3.68, -2.24], [0.07, -3.34, -3.49], [1.48, -1.00, 1.12]],
  "mulliken_charge": [0.4437, 1.1624, -1.4352, 0.5172, -1.2871, 0.2653, 0.5230, 0.8102, 0.4205, 1.9264, 0.5126, 0.4561, -0.3740, -0.2034, 0.3074, -0.7842, 0.5334, 0.3037, 0.4383, 0.1882, 0.4374, -0.6538, 1.9054, -0.1360, 0.5961, 0.4614, 0.3563, 0.4837, -0.4787, -1.3809, 0.4356, -1.1496, 0.1507, 0.2632, 0.4954, 0.4356, 0.5941, -0.0500, 0.2325, 0.1156, -0.7769, 0.3810, 0.4704, 1.3328, -1.1266, -0.2001, 0.6710, -0.5523, 0.3405, 0.5511, -1.1351, -0.6871, -0.8421, -0.5633, -0.5205, -1.0187, 0.3054, -0.3557, 0.7901, -1.4138, -1.5947, 0.6100, 0.1232, -0.1255, 0.0229, 0.6504, -0.1350, -0.7412, 0.0524, 0.4193, -0.3557, 0.5533, 0.3960, 0.6026, -0.4698, -0.0006, 0.4207, -0.1218, -0.0858, 0.1521, 0.4462, 0.7181, -0.1275, -1.5436, 0.5244, 0.4687, -0.3138, 0.3274, 0.3919, -0.1075, 0.4952, -0.9590, 0.2789, 0.4084, -0.5432, 0.3849, 0.0929, -0.5148, -0.4862, -1.8639, -0.7285, -0.8852, 0.3424, -0.2643, -0.0695, -0.2663, 0.4135, 0.7447, 0.3584, 0.4947, -0.4514, 0.3214, -1.0307, 0.4603, 0.4739, -0.2483, 0.3410, 0.0696, 0.5025, 0.4800, 0.2284, 0.4183, -1.0918, -0.9902, 0.1134, -0.6751]
}

{
  "formula": "C51H67Cl2F9IN3O5SSr",
  "method": "ωB97M-V/def2-TZVPD",
  "orbital_gap_ev": 5.7985,
  "de_lowest_kcal_mol": 42.12,
  "e_homo_ev": -2.8951,
  "charge": -2,
  "elements": ["C", "H", "H", "H", "C", "H", "H", "C", "C", "H", "F", "H", "H", "C", "C", "F", "F", "C", "C", "H", "H", "H", "H", "C", "O", "H", "C", "H", "H", "H", "O", "H", "C", "C", "S", "H", "H", "F", "O", "H", "H", "H", "H", "H", "H", "C", "H", "C", "H", "I", "C", "C", "O", "H", "H", "H", "C", "H", "H", "C", "H", "C", "H", "Sr", "C", "H", "H", "F", "C", "H", "C", "C", "F", "C", "H", "F", "H", "C", "H", "H", "H", "H", "H", "C", "N", "H", "H", "C", "C", "H", "C", "N", "C", "C", "H", "H", "H", "C", "Cl", "H", "C", "C", "H", "C", "C", "H", "H", "F", "C", "H", "F", "C", "H", "H", "H", "C", "C", "H", "H", "C", "H", "H", "C", "H", "C", "C", "Cl", "H", "N", "C", "C", "C", "C", "H", "C", "H", "C", "C", "O", "H"],
  "xyz": [[4.13, 0.67, 0.27], [7.52, 0.71, 0.31], [1.59, -3.32, 0.75], [1.62, -3.08, 4.44], [3.79, 0.69, 4.89], [0.91, -5.13, 3.16], [-3.84, -0.53, -1.26], [2.69, -0.45, -3.56], [-4.75, -3.05, -0.70], [-1.32, 2.76, -4.14], [-2.24, 4.92, 4.57], [-1.87, -1.66, 3.72], [2.69, -0.63, -5.71], [-2.56, -2.35, 0.53], [2.69, 2.59, 3.25], [-2.26, 5.55, 1.72], [-2.31, 1.81, 1.96], [-3.00, -1.88, 1.81], [2.85, -2.59, -4.84], [0.00, 1.49, 3.40], [7.39, -2.12, -1.80], [4.21, -0.09, 5.51], [-0.86, 0.20, 3.69], [-4.89, -0.23, 1.37], [0.05, 0.49, 3.53], [0.35, -3.99, -2.91], [0.10, -4.55, 2.69], [0.44, -3.91, -4.67], [3.29, 1.14, 0.78], [2.24, 0.55, -3.53], [-0.01, 2.92, 2.66], [-3.61, -1.54, -2.70], [-2.56, 2.47, -2.41], [0.22, -1.97, -3.72], [-5.70, 4.90, -4.70], [2.56, -3.50, 2.22], [-2.00, 1.09, -1.04], [-2.40, 2.18, 4.10], [-4.97, 6.00, -5.32], [0.30, -0.23, -2.42], [4.94, 2.84, 1.71], [-0.81, -4.68, 3.29], [-0.11, -2.77, 4.68], [-2.20, -0.99, -1.76], [8.41, -0.75, -1.34], [0.75, -3.41, -3.75], [-0.53, -3.05, -0.11], [0.46, -3.06, 2.60], [-4.11, 0.51, 1.18], [3.52, 5.01, 4.86], [5.64, 2.00, 1.78], [-4.36, -1.34, 2.30], [-6.18, 3.91, -5.66], [5.49, 1.53, 2.76], [-2.47, -4.61, -0.94], [2.89, 3.09, -2.28], [-3.22, 3.74, -4.35], [4.43, 2.32, 6.14], [7.48, -0.70, -2.84], [2.67, -2.68, -2.33], [3.27, 4.40, -1.12], [1.74, -2.93, 1.77], [3.74, -2.76, -2.17], [0.63, 0.30, 0.94], [-4.45, 4.02, -3.76], [-4.82, -3.97, -0.11], [-0.98, 1.19, -2.36], [-3.56, 3.41, 2.73], [7.46, -1.03, -1.80], [-5.12, -3.12, 3.27], [-1.28, 4.64, 1.54], [-4.73, 3.52, -2.49], [-0.39, 5.77, 3.83], [6.29, -0.42, -1.06], [-3.02, 4.14, -5.34], [-0.35, 3.97, 5.04], [0.44, -1.71, -5.86], [3.34, 2.98, 4.41], [2.59, -3.11, -5.77], [-3.51, 0.12, 3.68], [0.35, -0.20, -4.96], [-1.59, -3.42, -1.91], [-5.13, -3.26, -1.70], [2.28, -3.37, -3.64], [2.53, -0.50, -1.08], [-0.09, -4.96, 1.69], [-3.16, -3.99, -2.47], [-1.10, 3.69, 2.78], [-3.23, -1.34, -1.69], [4.91, -1.42, -2.30], [0.76, -1.22, -4.94], [-1.58, 1.70, -1.73], [3.13, 0.37, 3.71], [5.41, 1.01, 0.66], [2.19, -3.19, -1.48], [-0.88, -1.99, -3.76], [3.04, -0.66, 3.39], [-1.15, -2.58, 0.64], [1.31, 3.25, -0.56], [-5.23, -0.61, 0.41], [3.90, 2.03, 5.24], [2.19, -1.21, -2.31], [-4.00, 2.35, -0.83], [0.74, -2.56, 4.03], [-3.29, -2.60, -0.81], [-5.19, -0.33, 4.01], [0.93, -1.48, 4.04], [-1.59, 3.92, 0.45], [6.51, 0.45, 0.00], [-6.39, -2.01, 2.70], [-0.15, 5.30, 1.28], [-5.41, -2.45, 2.46], [2.68, -4.39, -3.65], [-5.40, -2.30, -0.26], [3.95, -2.56, -4.77], [-2.28, 2.98, -3.68], [-4.22, -0.71, 3.69], [-5.74, 0.28, 1.85], [2.07, -1.89, 1.67], [3.83, -0.24, -0.80], [0.26, -1.78, -1.55], [-3.89, -1.44, 4.43], [2.29, -1.17, -4.85], [6.66, 2.39, 1.75], [0.67, -1.26, -2.43], [2.50, 3.90, -1.69], [1.77, 5.08, -2.78], [3.77, -0.31, -3.53], [2.60, 1.30, 2.91], [-1.03, 4.60, 4.07], [-2.58, -3.73, -1.58], [-1.86, -1.89, 2.66], [5.00, -0.75, -1.46], [2.22, 3.31, 2.60], [-2.38, 2.80, 2.89], [-5.69, 3.74, -2.05], [-0.71, -2.32, 1.96], [-3.79, 2.74, -1.82], [-6.68, 5.30, -3.71], [-5.53, -3.05, 1.56]],
  "mulliken_charge": [0.8273, 0.2626, 0.0974, 0.4562, -1.2446, 0.4804, 0.0567, -1.1527, -2.6330, 0.4273, -0.2782, 0.5423, 0.2662, -0.2332, -0.7392, -0.3312, 0.4961, -0.8794, -1.5770, -0.2439, 0.3345, 0.4828, 0.2524, -1.1596, -0.2456, 0.4791, -2.0073, 0.5685, -0.1126, 0.1653, -0.2523, 0.5164, 0.4169, 0.7874, 1.2959, 0.6056, -0.7103, -0.3232, -0.7125, -1.1091, 0.1957, 0.3650, 0.2886, -0.6150, 0.3756, -1.5235, 0.6214, 2.3151, -0.3245, 0.0257, -1.4299, 2.8743, -0.6951, 0.1601, 0.2819, 0.0855, -0.7427, 0.4104, 0.3183, -0.7141, 0.3407, -1.7885, 0.5715, 1.3521, -0.0984, 0.3530, -0.1890, -0.3016, -1.7759, 0.4010, -0.0950, -0.7886, -0.2806, -0.2559, 0.3541, -0.2430, 0.5765, -0.5836, 0.5948, 0.4004, 0.3524, 0.4658, 0.5593, 0.3701, 1.5898, 0.2409, 0.5613, 0.9146, -0.9451, 0.5289, -1.6261, 0.6390, -0.3791, 0.9392, -0.1573, 0.5048, 0.3300, -0.8320, 0.0898, 0.2239, -0.2640, 1.0955, 0.4651, -1.9416, 3.4016, 0.4803, 0.1898, 0.0898, -0.9015, 0.4362, -0.2548, -1.8855, 0.3973, 0.4442, 0.5623, -0.7986, -2.4709, 0.5623, 0.0351, -1.7468, -0.9007, 0.3546, 0.3227, 0.4088, 0.3513, -0.3157, -0.1801, 0.8130, 1.3120, 0.6205, -2.4802, -1.2726, -0.2306, 0.7664, -0.0872, 0.4929, 1.4928, 0.0898, -0.7286, 0.2160]
}